Computed, not measured: C14H26B2Br24NO4 as an isolated structure, with wB97M-V/def2-TZVPD.

Output
LUMO level = -2.55 eV
HOMO energy = -11.57 eV

Structure (ORCA input):
```
! RIJCOSX wB97M-V def2-TZVPD def2/J DEFGRID3
* xyz 1 1
C 3.60 -2.88 0.91
C 3.32 -1.85 -0.22
B 2.67 -0.60 0.43
O 3.22 0.57 0.81
N 1.16 -0.60 0.86
O 0.51 -1.77 0.41
C -0.63 -2.16 1.21
C -1.96 -1.75 0.56
C -3.13 -2.34 1.34
O -1.90 -2.20 -0.78
B 0.41 0.61 0.16
C -0.60 1.49 0.93
O 0.76 0.75 -1.15
H 4.47 -3.49 0.66
H 2.73 -3.54 1.06
H 3.82 -2.41 1.88
H 4.26 -1.55 -0.70
H 2.70 -2.31 -0.99
H 4.12 0.70 0.50
H 1.13 -0.54 1.88
H -0.55 -1.75 2.23
H -0.55 -3.25 1.27
H -2.03 -0.65 0.58
H -4.05 -1.79 1.13
H -2.95 -2.31 2.42
H -3.27 -3.39 1.05
H -2.35 -1.57 -1.36
H -0.18 2.49 1.10
H -1.50 1.62 0.31
H -0.90 1.07 1.90
H 0.71 -0.02 -1.73
C -3.16 -2.29 -4.37
Br -1.54 -2.85 -5.24
Br -2.93 -0.54 -3.58
Br -4.67 -2.33 -5.55
H -3.35 -2.98 -3.56
C 0.13 5.53 2.56
Br -1.45 5.04 1.59
Br 0.01 5.00 4.40
Br 1.72 4.83 1.72
H 0.20 6.61 2.54
C 2.46 2.29 5.41
Br 1.56 1.39 3.95
Br 1.77 1.74 7.10
Br 4.36 2.07 5.29
H 2.24 3.34 5.28
C 1.61 -4.87 -3.09
Br 0.94 -6.01 -4.47
Br 2.67 -3.43 -3.80
Br 0.17 -4.17 -2.01
H 2.25 -5.46 -2.45
C 7.06 -2.62 -3.49
Br 7.48 -3.74 -4.99
Br 6.07 -1.06 -4.03
Br 6.10 -3.60 -2.14
H 7.99 -2.29 -3.05
C -1.87 -8.99 -5.71
Br -0.66 -10.07 -4.68
Br -2.65 -7.60 -4.63
Br -1.02 -8.26 -7.27
H -2.68 -9.63 -6.04
C -2.01 9.32 1.95
Br -2.81 8.40 0.46
Br -2.61 8.60 3.62
Br -0.09 9.33 1.83
H -2.33 10.36 1.89
C -6.76 8.88 3.30
Br -8.68 8.94 3.21
Br -6.08 7.20 2.66
Br -5.97 10.36 2.37
H -6.48 8.96 4.34
*
```

Computed, not measured: a 10-piece molecular cluster, C35H53ClNO19 overall at a distorted geometry, with wB97M-V/def2-TZVPD.

Output
LUMO level = 1.84 eV
relative energy (zero: lowest compared OMol25 entry of this formula, charge and spin) = 0.445 eV
HOMO energy = -6.62 eV

Structure (ORCA input):
```
! RIJCOSX wB97M-V def2-TZVPD def2/J DEFGRID3
* xyz -1 1
Cl -0.40 0.19 0.71
O -1.11 -1.07 0.66
O 0.33 0.22 1.96
O 0.50 0.26 -0.43
O -1.36 1.24 0.65
O 4.48 3.05 1.38
C 3.45 3.56 1.05
O 3.36 4.92 0.90
C 1.98 5.29 0.66
C 1.29 3.98 0.18
C 2.13 2.90 0.81
H 1.87 6.04 -0.12
H 1.57 5.57 1.62
H 1.39 3.92 -0.90
H 0.25 3.93 0.50
H 2.23 2.02 0.18
H 1.75 2.61 1.79
O 5.98 -2.71 4.00
C 5.09 -2.07 3.53
O 3.81 -2.49 3.58
C 2.94 -1.44 3.13
C 3.79 -0.64 2.15
C 5.17 -0.73 2.81
H 2.60 -0.81 3.95
H 2.03 -1.85 2.70
H 3.41 0.38 2.10
H 3.81 -1.05 1.14
H 5.33 0.07 3.53
H 6.00 -0.82 2.11
O 3.15 -4.61 -2.90
C 2.45 -4.21 -2.03
O 2.76 -3.15 -1.22
C 1.65 -2.88 -0.34
C 0.82 -4.15 -0.25
C 1.08 -4.70 -1.64
H 1.17 -2.02 -0.79
H 2.04 -2.58 0.64
H -0.22 -3.88 -0.06
H 1.12 -4.83 0.55
H 0.31 -4.33 -2.32
H 1.04 -5.79 -1.70
O -5.92 2.74 -3.46
C -5.32 1.80 -3.03
O -5.81 1.04 -2.04
C -4.88 0.01 -1.62
C -3.58 0.44 -2.26
C -3.91 1.32 -3.40
H -5.19 -0.95 -2.02
H -4.90 -0.14 -0.54
H -2.98 -0.45 -2.46
H -3.00 1.03 -1.54
H -3.85 0.90 -4.41
H -3.19 2.14 -3.41
O 6.98 -0.91 -3.16
C 5.96 -0.42 -2.78
O 5.41 0.65 -3.42
C 4.31 1.19 -2.67
C 4.25 0.38 -1.35
C 5.11 -0.85 -1.60
H 3.35 1.12 -3.16
H 4.61 2.20 -2.37
H 3.20 0.13 -1.14
H 4.63 0.96 -0.51
H 4.48 -1.65 -2.01
H 5.71 -1.16 -0.76
O -0.73 2.37 5.10
C -1.26 1.35 4.79
O -2.51 1.32 4.31
C -2.85 0.01 3.83
C -1.98 -0.93 4.65
C -0.79 -0.06 5.11
H -2.69 -0.02 2.75
H -3.88 -0.23 4.07
H -1.61 -1.77 4.07
H -2.54 -1.29 5.51
H 0.11 -0.23 4.51
H -0.57 -0.21 6.16
O -5.71 -2.88 -0.41
C -5.37 -3.18 0.70
O -5.98 -4.17 1.37
C -5.34 -4.41 2.64
C -4.54 -3.15 2.88
C -4.22 -2.59 1.49
H -4.70 -5.29 2.68
H -6.17 -4.49 3.33
H -3.68 -3.27 3.54
H -5.12 -2.44 3.48
H -3.23 -2.92 1.17
H -4.27 -1.51 1.34
N 1.79 -1.26 -5.37
C 0.63 -1.00 -6.08
C -0.32 -0.67 -5.14
C 0.26 -0.77 -3.86
C 1.57 -1.15 -4.03
H 2.60 -1.73 -5.74
H 0.54 -1.07 -7.14
H -1.36 -0.44 -5.31
H -0.15 -0.51 -2.90
H 2.34 -1.44 -3.33
C -2.70 3.85 -0.99
C -2.63 5.23 -1.54
O -2.94 5.48 -2.69
C -2.19 6.33 -0.60
H -2.85 3.84 0.09
H -1.73 3.37 -1.12
H -3.47 3.28 -1.50
H -1.98 7.26 -1.12
H -1.33 6.02 0.00
H -2.98 6.53 0.13
*
```

Computed, not measured: a 2-piece molecular cluster, C3H10NO3 overall at a distorted geometry, with wB97M-V/def2-TZVPD.

Output
LUMO level = 3.66 eV
relative energy (zero: lowest compared OMol25 entry of this formula, charge and spin) = 2.273 eV
HOMO energy = -2.57 eV

Structure (ORCA input):
```
! RIJCOSX wB97M-V def2-TZVPD def2/J DEFGRID3
* xyz -1 1
C -0.52 1.48 -0.02
O -1.07 1.99 -1.10
C 0.13 -0.01 -0.28
C 0.85 0.08 -1.60
O 1.42 -1.22 -2.00
N 0.66 -0.63 0.88
H -1.35 1.22 0.72
H 0.19 2.03 0.49
H -0.81 -0.74 -0.48
H 0.00 0.18 -2.44
H 1.66 0.81 -1.74
H 0.81 -1.82 -1.77
H 0.81 -1.70 0.77
H 1.42 -0.11 1.28
H -1.14 0.12 1.98
H -1.48 -1.27 2.64
O -1.57 -0.40 2.68
*
```

Computed, not measured: a 2-piece molecular cluster, C2H8NS overall at a distorted geometry, with wB97M-V/def2-TZVPD.

Output
LUMO level = 3.83 eV
relative energy (zero: lowest compared OMol25 entry of this formula, charge and spin) = 0.294 eV
HOMO energy = -2.67 eV

Structure (ORCA input):
```
! RIJCOSX wB97M-V def2-TZVPD def2/J DEFGRID3
* xyz -1 1
S 2.44 -0.01 -0.02
H 2.98 0.73 1.00
C -2.51 0.61 0.54
C -1.32 0.35 -0.37
N -0.90 -1.06 -0.37
H -3.43 0.08 0.27
H -2.71 1.66 0.76
H -2.27 0.15 1.51
H -0.51 0.87 0.15
H -1.42 0.78 -1.37
H -1.36 -1.57 0.36
H 0.08 -1.09 -0.05
*
```

Computed, not measured: a 2-piece molecular cluster, C6H5BrNO2S overall at a distorted geometry, with wB97M-V/def2-TZVPD.

Output
LUMO level = 3.03 eV
relative energy (zero: lowest compared OMol25 entry of this formula, charge and spin) = 3.184 eV
HOMO energy = -4.19 eV

Structure (ORCA input):
```
! RIJCOSX wB97M-V def2-TZVPD def2/J DEFGRID3
* xyz -1 1
C 0.07 -0.33 -0.88
C -0.15 0.69 1.29
C -0.01 1.01 -1.40
C -0.50 1.89 0.62
C 0.13 -0.43 0.54
C 0.56 -1.69 1.11
N -0.32 2.04 -0.66
O 2.83 -0.51 1.46
O 2.76 -1.85 -0.60
S 2.60 -1.85 0.89
Br 0.32 -1.93 3.02
H 0.25 -1.21 -1.35
H -0.11 0.64 2.43
H 0.06 1.40 -2.41
H -0.73 2.80 1.10
H -0.15 -3.19 0.28
*
```